Entry 1:
Molecular formula: C16H31BeNP2
Method: DFT, ωB97M-V with the def2-TZVPD basis set

The geometry in XYZ format:
```
51
Properties=species:S:1:pos:R:3
P 0.0222 0.9289 -1.5954
P 0.2724 -2.3524 -0.7862
N 0.4409 -0.6709 4.6919
C -0.9829 -3.6875 -0.9300
C -0.2130 -3.3667 2.0102
C 1.1337 2.2240 -2.2303
C -0.2696 -1.7314 -2.4825
C 0.7324 0.5832 0.4457
C 0.1642 -1.1503 3.6567
C -1.3882 0.8574 1.8946
C 0.2512 3.6186 2.2363
C -0.9364 3.4887 1.6477
C -1.5589 1.6687 -2.1799
C 0.2332 -0.3742 -2.9361
C -1.6032 2.2625 1.1981
C -0.4958 -0.0341 1.0462
C 1.6158 1.7249 1.0246
C 1.2341 2.4918 2.3528
C 1.8993 -3.0844 -1.3236
Be -0.1404 -1.7417 1.9894
H 0.5615 4.5838 2.6764
H 2.2639 -3.7646 -0.5473
H 0.0366 -2.4838 -3.2247
H -1.3776 -1.7353 -2.4591
H -1.1309 -3.5876 2.5883
H -1.0105 0.9792 2.9307
H -2.3944 0.3763 1.9733
H -1.4929 4.3900 1.3675
H 2.6682 1.3487 1.1477
H -1.4360 2.0846 0.1315
H -0.3764 0.0098 -3.7812
H 0.6601 2.5893 -3.1694
H -0.1067 -4.0582 1.1793
H -1.0794 -4.2711 -0.0192
H 2.6811 -2.3113 -1.3944
H -1.0985 -0.4764 0.2194
H 1.2972 -0.3778 -3.2450
H -1.4278 2.0258 -3.2071
H 0.9519 1.7498 3.1152
H 1.3571 -0.2206 -0.0066
H 2.1061 1.7572 -2.4346
H 1.6267 2.5246 0.2432
H -2.4389 1.0168 -2.1279
H 0.6721 -3.5373 2.6367
H 1.8386 -3.6003 -2.2961
H -1.9828 -3.2393 -1.0583
H -2.6812 2.4617 1.1755
H 2.1927 2.9586 2.6199
H -1.7993 2.5411 -1.5656
H 1.2478 3.0089 -1.4695
H -0.7395 -4.3979 -1.7288
```

Computed properties:
* lowest unoccupied orbital energy: -0.0082 Ha
* gap between HOMO and LUMO: 7.237 eV
* total charge: 0
* largest force on an atom: 3.2 eV/A

Charges obtained by Mulliken population analysis, quoted in units of e: atom 1 (P): 1.31, atom 2 (P): 0.85, atom 3 (N): -0.67, atom 4 (C): -1.27, atom 5 (C): -0.81, atom 6 (C): -1.56, atom 7 (C): -1.37, atom 8 (C): -0.39, atom 9 (C): 0.33, atom 10 (C): -1.53, atom 11 (C): -0.44, atom 12 (C): -0.45, atom 13 (C): -1.67, atom 14 (C): -1.07, atom 15 (C): 0.37, atom 16 (C): 0.77, atom 17 (C): -0.29, atom 18 (C): -0.92, atom 19 (C): -1.45, atom 20 (Be): -0.32, atom 21 (H): 0.36, atom 22 (H): 0.38, atom 23 (H): 0.62, atom 24 (H): 0.43, atom 25 (H): 0.17, atom 26 (H): 0.38, atom 27 (H): 0.51, atom 28 (H): 0.33, atom 29 (H): 0.38, atom 30 (H): -0.99, atom 31 (H): 0.47, atom 32 (H): 0.38, atom 33 (H): 0.61, atom 34 (H): 0.48, atom 35 (H): 0.34, atom 36 (H): 0.20, atom 37 (H): 0.48, atom 38 (H): 0.51, atom 39 (H): 0.28, atom 40 (H): 0.56, atom 41 (H): 0.39, atom 42 (H): -0.28, atom 43 (H): 0.34, atom 44 (H): 0.08, atom 45 (H): 0.39, atom 46 (H): 0.31, atom 47 (H): 0.59, atom 48 (H): 0.50, atom 49 (H): 0.55, atom 50 (H): 0.46, atom 51 (H): 0.35

Entry 2:
Molecular formula: C16H31BiN11S3
Method: DFT, ωB97M-V with the def2-TZVPD basis set

The geometry in XYZ format:
```
62
Properties=species:S:1:pos:R:3
Bi 0.0594 0.2849 0.4457
S 1.3630 -1.4466 2.3986
S -3.4525 2.1447 3.5551
S -1.7951 4.3108 -2.1008
N -1.3612 -2.0742 -3.2718
N -1.9828 -0.9826 0.8453
N 2.2906 1.5600 1.3252
N -0.2293 3.1045 -0.2603
N -2.4589 -2.0194 -1.2288
N -1.3030 0.5109 4.1588
N 0.8488 3.4758 -2.3466
N -1.0905 1.9734 2.3343
N -0.5652 -0.5960 -1.6290
N 2.1870 -0.7315 -0.5721
N -3.4020 -2.7625 0.7316
C -2.3218 -2.9962 -3.8382
C 2.0152 -2.2375 -0.2822
C -2.6199 -1.8629 0.1351
C -0.1930 3.6149 -1.5007
C -1.8895 2.9073 1.5835
C -0.3042 -1.6197 -4.1728
C -2.3648 4.0820 -0.5003
C 3.4841 -0.1394 -0.1385
C -1.4407 -1.4877 -2.0317
C -1.4784 3.4214 0.3318
C 2.5604 1.1635 2.7479
C -1.7787 1.4865 3.3349
C -3.1629 3.0015 2.0652
C 2.7429 -0.3342 3.0231
C 1.9925 -2.6278 1.1647
C 3.2430 1.3378 0.2354
H 1.1728 -2.5783 -0.8367
H 2.7297 1.7362 -0.6184
H 4.1476 -0.2358 -0.9779
H 0.0857 -0.2590 -2.3982
H 3.8908 -0.7924 0.6458
H -1.7631 0.1056 4.9847
H 2.7208 -0.4410 4.1324
H -2.1741 -1.0390 1.8460
H 2.0376 2.5208 1.2778
H -0.0293 -0.5893 -4.0171
H -2.9319 -2.8248 -1.6316
H 3.5082 1.6826 3.0609
H -2.0454 -3.2339 -4.8810
H -0.3388 0.4324 4.1143
H -2.2957 -3.9814 -3.3549
H 1.7678 3.1853 -1.9343
H 2.8542 -2.7260 -0.7455
H 3.0248 -2.8831 1.5386
H 1.7767 1.5488 3.4004
H 0.8421 3.9309 -3.2734
H -3.8045 -3.5259 0.2872
H 2.0643 -0.7453 -1.5838
H -0.6139 -1.7278 -5.2177
H 4.1520 1.9310 0.4249
H -3.3370 -2.5901 -3.7730
H -3.9559 3.4617 1.5235
H 3.7340 -0.7566 2.6563
H 1.3890 -3.5074 1.3717
H 0.5392 -2.3332 -4.1750
H -3.2761 4.5805 -0.1223
H -3.4640 -2.8073 1.7343
```

Computed properties:
* lowest unoccupied orbital energy: -0.3333 Ha
* gap between HOMO and LUMO: 5.855 eV
* total charge: +3
* largest force on an atom: 3.4 eV/A

Charges obtained by Mulliken population analysis, quoted in units of e: atom 1 (Bi): 2.01, atom 2 (S): -0.08, atom 3 (S): -0.10, atom 4 (S): -0.11, atom 5 (N): 0.04, atom 6 (N): -0.44, atom 7 (N): -0.06, atom 8 (N): -0.28, atom 9 (N): -0.11, atom 10 (N): -0.26, atom 11 (N): -0.31, atom 12 (N): -0.27, atom 13 (N): -0.35, atom 14 (N): -0.28, atom 15 (N): -0.40, atom 16 (C): -1.13, atom 17 (C): -0.80, atom 18 (C): 0.58, atom 19 (C): 0.27, atom 20 (C): 0.13, atom 21 (C): -1.18, atom 22 (C): -0.54, atom 23 (C): -0.69, atom 24 (C): 0.56, atom 25 (C): 0.25, atom 26 (C): -0.86, atom 27 (C): 0.19, atom 28 (C): -0.56, atom 29 (C): -0.56, atom 30 (C): -0.61, atom 31 (C): -0.44, atom 32 (H): 0.23, atom 33 (H): -0.17, atom 34 (H): 0.48, atom 35 (H): -0.20, atom 36 (H): 0.20, atom 37 (H): 0.26, atom 38 (H): 0.50, atom 39 (H): 0.09, atom 40 (H): 0.25, atom 41 (H): 0.54, atom 42 (H): 0.21, atom 43 (H): 0.37, atom 44 (H): 0.33, atom 45 (H): 0.07, atom 46 (H): 0.43, atom 47 (H): 0.20, atom 48 (H): 0.52, atom 49 (H): 0.50, atom 50 (H): 0.38, atom 51 (H): 0.25, atom 52 (H): 0.15, atom 53 (H): 0.31, atom 54 (H): 0.42, atom 55 (H): 0.47, atom 56 (H): 0.43, atom 57 (H): 0.35, atom 58 (H): 0.44, atom 59 (H): 0.46, atom 60 (H): 0.36, atom 61 (H): 0.38, atom 62 (H): 0.21

Entry 3:
Molecular formula: C16H31Br2F3N6O9P
Method: DFT, ωB97M-V with the def2-TZVPD basis set

The geometry in XYZ format:
```
68
Properties=species:S:1:pos:R:3
Br 1.5783 1.0469 3.0488
Br 3.1284 -2.4750 3.5554
P -0.6928 -2.3559 -0.5430
F 2.6008 2.1554 0.4409
F 4.1146 0.6086 0.1477
F 3.2142 1.6061 -1.5530
O -1.8836 -3.2140 -0.7384
O -0.9921 -0.8224 -0.9624
O -4.0942 0.9509 0.4943
O 2.9537 1.7099 -5.6496
O 1.9255 -0.5771 -1.6723
O 0.5382 -2.8308 -1.4547
O 1.5120 -3.9445 0.9495
O -2.2505 0.0409 -3.4292
O -0.1560 -4.4089 2.4040
N -2.1779 1.7386 -4.9271
N -3.8026 1.6791 -3.2771
N 0.7398 -1.2102 1.5775
N 4.5868 2.3652 -4.2050
N 4.7122 2.8957 -6.4505
N -2.2136 0.2801 1.6958
C -2.0975 2.0964 -0.0185
C -2.6222 -1.1445 1.5522
C 1.4831 -1.5907 4.0638
C 2.9416 1.0908 -0.3115
C -2.6741 0.7458 3.0295
C -1.5857 -2.2176 1.9204
C 1.8387 0.0186 -0.3872
C -0.2047 -2.2911 1.2333
C -2.9162 1.0731 0.7129
C 0.5522 -2.5860 4.7742
C 0.7845 -0.7853 2.9320
C 4.0073 2.2796 -5.4398
C 0.4341 -3.7314 1.5529
C -2.7118 1.0856 -3.8498
C 1.9206 -1.0612 0.7379
C -2.1916 2.1578 3.3849
H -3.7682 0.7114 3.0651
H -2.3150 0.0244 3.7644
H -3.0009 -1.3504 0.5534
H 0.8870 0.5339 -0.3108
H -1.3645 1.3345 -5.3517
H -4.2207 1.2114 -2.4932
H -1.4463 -2.1903 3.0011
H 2.0913 -2.0161 0.2380
H 1.7931 -0.8655 4.8086
H -0.2271 -0.5961 3.2857
H 5.5815 3.3704 -6.3053
H -1.7915 2.2136 4.3940
H 0.6609 -2.2001 -2.1742
H -2.6156 2.3353 -0.9521
H -1.1041 1.7362 -0.2580
H -2.9837 2.8929 3.2434
H 4.1219 1.9329 -3.4256
H -2.5405 2.6012 -5.2826
H 5.4544 2.8393 -4.0481
H -1.2451 -0.8279 -1.8981
H 2.7590 -1.0591 -1.7108
H -2.0622 -3.1655 1.7043
H -3.4735 -1.3044 2.2234
H -2.0569 3.0111 0.5721
H -4.1986 2.5373 -3.6065
H 4.3216 2.8545 -7.3714
H 0.6865 -3.6025 4.4179
H -1.3764 2.4337 2.7160
H -0.4891 -2.2832 4.6921
H 0.8038 -2.5758 5.8383
H 2.8190 -0.9151 1.3318
```

Computed properties:
* lowest unoccupied orbital energy: 0.0789 Ha
* gap between HOMO and LUMO: 6.710 eV
* total charge: -1
* largest force on an atom: 1.1 eV/A

Charges obtained by Mulliken population analysis, quoted in units of e: atom 1 (Br): -0.17, atom 2 (Br): -0.13, atom 3 (P): 0.93, atom 4 (F): -0.25, atom 5 (F): -0.30, atom 6 (F): -0.29, atom 7 (O): -0.82, atom 8 (O): -0.29, atom 9 (O): -0.63, atom 10 (O): -0.63, atom 11 (O): -0.57, atom 12 (O): -0.58, atom 13 (O): -0.70, atom 14 (O): -0.69, atom 15 (O): -0.78, atom 16 (N): -0.43, atom 17 (N): -0.40, atom 18 (N): 0.92, atom 19 (N): -0.32, atom 20 (N): -0.40, atom 21 (N): 0.71, atom 22 (C): -0.80, atom 23 (C): -1.85, atom 24 (C): 0.10, atom 25 (C): 0.56, atom 26 (C): -0.85, atom 27 (C): -1.88, atom 28 (C): 1.38, atom 29 (C): 1.00, atom 30 (C): 0.55, atom 31 (C): -1.30, atom 32 (C): -0.05, atom 33 (C): 0.60, atom 34 (C): 0.36, atom 35 (C): 0.69, atom 36 (C): -1.53, atom 37 (C): -1.42, atom 38 (H): 0.72, atom 39 (H): 0.59, atom 40 (H): 0.54, atom 41 (H): -1.25, atom 42 (H): 0.23, atom 43 (H): 0.23, atom 44 (H): 0.91, atom 45 (H): 0.53, atom 46 (H): 0.84, atom 47 (H): -0.60, atom 48 (H): 0.15, atom 49 (H): 0.32, atom 50 (H): 0.41, atom 51 (H): 0.30, atom 52 (H): -0.21, atom 53 (H): 0.34, atom 54 (H): 0.27, atom 55 (H): 0.14, atom 56 (H): 0.15, atom 57 (H): 0.24, atom 58 (H): 0.49, atom 59 (H): 0.50, atom 60 (H): 0.52, atom 61 (H): 0.43, atom 62 (H): 0.14, atom 63 (H): 0.23, atom 64 (H): 0.39, atom 65 (H): 0.27, atom 66 (H): 0.31, atom 67 (H): 0.37, atom 68 (H): 0.72

Entry 4:
Molecular formula: C16H31CrNP2Se
Method: DFT, ωB97M-V with the def2-TZVPD basis set

The geometry in XYZ format:
```
52
Properties=species:S:1:pos:R:3
Se -3.9572 -0.1530 0.2101
Cr -1.6380 -1.2814 -3.8726
P -0.8883 -2.6137 -5.3961
P -0.6557 0.2421 -5.0790
N -3.0455 -0.3016 -2.5886
C -2.0796 -3.9600 -5.2374
C -0.1082 -0.4575 -6.7932
C 2.7680 1.4465 -3.4804
C 0.3372 1.4078 -2.0747
C 1.8323 3.4118 -1.1223
C 1.3873 0.2519 -1.8722
C 2.4860 2.8991 -3.3967
C -1.5971 -2.8279 -2.2818
C 2.9821 3.5832 -2.0814
C -0.9101 -1.7224 -7.0827
C 0.1836 1.8282 -5.5828
C 0.6957 2.6997 -1.3311
C 2.7480 0.6444 -2.3922
C 0.7561 -3.3781 -5.6488
C -2.3287 0.9648 -5.2285
C -3.4249 -0.2657 -1.4505
H 0.0108 2.6243 -4.8424
H -2.4070 1.5121 -6.1640
H -0.7890 -2.4031 -1.6259
H 0.0271 1.5043 -3.1521
H -2.2176 -4.5562 -6.1420
H -3.1825 0.2972 -5.1150
H 1.1110 -3.8865 -4.7490
H -3.0077 -3.4509 -4.9398
H 1.2638 1.6777 -5.6770
H 1.4641 0.0174 -0.7902
H -1.9452 -1.4903 -7.3500
H -0.4741 -2.3683 -7.8606
H -1.7388 -4.5484 -4.3852
H 2.8371 3.4633 -4.2553
H 0.9586 -0.6929 -6.6375
H 1.3929 2.9727 -3.3885
H -0.1685 0.2488 -7.6185
H -2.5644 -2.7001 -1.7507
H -0.2369 2.9939 -0.7969
H 3.5197 -0.0853 -2.1052
H 1.5224 -2.6536 -5.9525
H 3.1779 4.6821 -2.2425
H 3.9854 3.1845 -1.7516
H 1.9813 3.9484 -0.1726
H -0.5820 1.0240 -1.5987
H -2.3241 1.6675 -4.3992
H 0.9424 -0.6232 -2.3936
H 2.9526 1.0929 -4.4882
H -1.4990 -3.9246 -2.3947
H 0.6482 -4.1424 -6.4333
H -0.2021 2.1960 -6.5543
```

Computed properties:
* 2S+1: 5
* lowest unoccupied orbital energy (alpha / beta): -0.0011 / -0.0106 Ha
* gap between HOMO and LUMO (alpha / beta): 7.079 / 7.032 eV
* total charge: 0
* largest force on an atom: 6.6 eV/A
* relative energy (zero: lowest compared OMol25 entry of this formula, charge and spin): 400.1 kJ/mol

Charges obtained by Mulliken population analysis, quoted in units of e: atom 1 (Se): -0.22, atom 2 (Cr): -0.40, atom 3 (P): 0.92, atom 4 (P): 1.94, atom 5 (N): -0.53, atom 6 (C): -1.30, atom 7 (C): -0.77, atom 8 (C): -0.33, atom 9 (C): 0.37, atom 10 (C): -0.55, atom 11 (C): -0.18, atom 12 (C): -0.21, atom 13 (C): -1.21, atom 14 (C): -0.65, atom 15 (C): -0.87, atom 16 (C): -1.60, atom 17 (C): -0.47, atom 18 (C): -0.73, atom 19 (C): -1.40, atom 20 (C): -1.76, atom 21 (C): 0.02, atom 22 (H): 0.55, atom 23 (H): 0.44, atom 24 (H): 0.27, atom 25 (H): -0.79, atom 26 (H): 0.44, atom 27 (H): 0.44, atom 28 (H): 0.38, atom 29 (H): 0.31, atom 30 (H): 0.29, atom 31 (H): 0.45, atom 32 (H): 0.40, atom 33 (H): 0.41, atom 34 (H): 0.35, atom 35 (H): 0.40, atom 36 (H): 0.22, atom 37 (H): -0.21, atom 38 (H): 0.53, atom 39 (H): 0.31, atom 40 (H): 0.38, atom 41 (H): 0.32, atom 42 (H): 0.37, atom 43 (H): 0.37, atom 44 (H): 0.32, atom 45 (H): 0.36, atom 46 (H): 0.28, atom 47 (H): 0.51, atom 48 (H): -0.07, atom 49 (H): 0.53, atom 50 (H): 0.42, atom 51 (H): 0.41, atom 52 (H): 0.56